This record from OMol25 describes a molecular structure, C46H47N3O4P2Sr in a non-equilibrium geometry. The level of theory is ωB97M-V with the def2-TZVPD basis set.

The geometry in XYZ format:
```
103
Properties=species:S:1:pos:R:3:forces:R:3:mulliken_charge:R:1
C -1.717110 -8.641733 19.550314 -0.44 -0.34 0.61 -0.646
H -1.001980 -8.378960 20.297086 0.49 0.38 0.24 0.404
H -6.478990 -7.599098 12.232487 -0.46 -1.48 -0.09 0.383
O -5.115224 -10.960105 14.093199 1.32 -0.84 0.04 -0.178
N -3.803982 -13.012916 15.627755 0.65 -1.61 1.13 0.381
C -1.992126 -12.319764 12.499845 -0.65 0.40 0.47 -0.489
H -3.862743 -13.540476 17.676445 0.32 -0.05 -0.77 -0.247
C -12.518070 -13.799564 12.653678 0.82 -1.29 0.27 -0.457
H -7.715056 -7.915486 9.961648 0.25 0.93 0.15 0.425
H -1.415479 -11.657340 10.401110 -0.73 -0.12 1.77 0.254
C -10.070868 -10.869795 19.020055 0.40 0.25 -0.46 -0.364
H -6.004877 -15.014557 15.613923 -0.07 0.56 -1.11 0.522
C -2.056466 -11.547941 11.340974 0.79 -0.12 -0.29 -0.784
H -10.645612 -7.791915 21.385899 -0.02 -1.36 -0.23 0.309
C -3.613689 -9.958547 18.983077 -1.64 -1.30 -0.79 0.794
Sr -5.992877 -11.441261 16.234087 0.57 0.07 -0.05 1.781
C -10.071404 -8.475307 19.468890 -0.11 -1.97 0.11 -0.685
C -2.628175 -9.629129 19.861163 1.59 1.57 -0.11 -1.012
P -9.299397 -11.011920 14.459098 0.64 -1.28 -0.34 1.113
C -4.606663 -10.861166 19.477947 1.35 -0.64 0.09 -1.103
C -7.998641 -8.364202 10.893130 -0.97 -1.00 1.36 -0.753
C -7.273547 -8.387078 12.097610 0.83 1.14 -1.00 -0.799
C -10.652872 -12.014576 13.803471 -0.80 -1.32 0.32 0.069
H -13.427132 -12.040202 11.891193 -0.96 0.20 -0.43 0.441
C -9.447183 -10.027497 11.850008 -2.14 -1.46 0.29 -0.423
H -9.828773 -11.773893 18.388157 -0.38 1.17 0.66 0.127
C -10.576394 -11.052910 20.306547 0.55 1.40 -0.14 -0.439
C -9.771960 -9.537733 18.565362 -1.65 0.43 1.45 0.504
H -11.092438 -7.353015 16.906971 -0.21 0.72 -0.17 0.397
C -9.162074 -9.150606 10.873317 0.71 0.98 -1.55 -0.660
C -10.226791 -6.704091 16.731619 -2.50 2.33 -0.04 -0.047
C -3.851133 -10.167639 12.349165 1.02 -0.83 0.06 -0.745
C -5.695683 -15.375892 16.562737 0.58 -0.38 0.58 -1.207
C -10.082769 -9.790278 15.585630 -0.29 1.20 -0.96 -0.992
C -2.965413 -13.070379 14.660095 -0.30 0.27 -1.51 -0.763
H -8.285569 -15.376745 16.809318 0.01 -1.08 -0.46 0.442
C -2.963874 -12.147520 13.539511 -1.03 1.04 -0.29 0.553
H -7.095065 -4.591260 16.130893 -0.46 -0.37 0.21 0.381
H -9.912118 -9.090092 10.100044 0.44 -0.02 -0.71 0.379
H -4.498970 -11.141962 20.560269 -0.37 0.59 -0.54 0.136
H -9.937339 -7.445496 19.217208 0.23 0.32 -0.34 0.338
H -9.700869 -13.808578 14.528612 0.26 -0.02 -0.01 0.117
H -1.202980 -13.046336 12.737958 -0.33 0.10 -0.59 0.354
H -8.020029 -13.681562 16.479830 0.04 -0.24 0.17 0.264
H -5.413012 -15.748676 19.138743 -0.87 0.80 -0.79 0.298
H -4.467251 -9.271697 12.326580 -0.06 -0.36 -0.08 0.259
C -2.654267 -8.469550 17.334381 1.02 0.45 1.10 -0.851
C -4.166211 -15.347487 16.682141 0.29 -1.21 -0.57 -0.598
H -10.126624 -8.899932 14.844470 -0.62 -1.19 1.37 0.648
H -3.662158 -15.965548 15.894514 -0.83 0.29 0.35 0.344
C -7.602047 -9.302140 13.100160 1.62 0.69 1.11 0.367
C -5.707599 -13.759468 19.854889 -1.59 -0.48 0.83 -0.638
H -4.642266 -13.764658 19.836157 0.89 0.56 -0.16 0.503
C -4.009608 -11.103168 13.425393 -0.57 0.33 -0.53 0.232
H -10.949126 -10.276090 22.296816 -0.24 0.65 -1.19 0.319
C -3.516809 -14.017291 16.721929 0.29 2.55 0.61 -0.640
H -8.399047 -14.290139 18.095985 -0.25 0.41 0.43 0.448
C -7.888266 -6.528362 16.444298 -0.71 -1.37 -0.18 -0.870
H -2.229878 -13.891376 14.447668 -0.26 0.36 1.08 0.133
H -11.267086 -15.365453 13.463883 -0.15 0.32 0.07 0.407
O -7.608327 -9.601572 16.938594 -2.18 0.09 -0.38 -0.114
C -9.046099 -7.328593 16.722028 1.77 -0.20 -0.25 -0.016
H -3.824621 -15.787481 17.624549 -0.32 -0.38 0.00 0.351
C -3.655582 -9.468432 17.652588 1.05 2.55 -0.89 0.103
H -7.254913 -12.472159 19.063806 -0.32 -0.05 -0.19 -0.425
C -6.323126 -12.347922 19.604587 0.48 -0.12 -0.01 -0.595
H -11.958395 -10.527678 12.988241 -0.08 0.17 0.02 0.552
H -1.179462 -7.080969 18.166230 -0.33 -0.86 -0.23 0.328
H -2.607126 -10.129097 20.797652 0.10 -0.24 0.84 0.397
C -10.775268 -9.985132 21.228063 0.38 -2.47 0.36 -0.648
C -11.436228 -14.290492 13.380809 0.25 0.02 0.23 -0.511
C -2.953043 -10.459671 11.351733 -0.21 -0.65 0.24 -0.356
H -6.623233 -11.784510 20.552953 0.69 -0.86 -1.02 0.481
O -8.252334 -11.912222 15.069105 -0.74 0.75 -0.06 -0.176
C -1.806319 -7.987016 18.313310 0.36 0.03 -0.27 -0.401
C -10.526215 -13.414559 13.960538 -0.07 0.28 -0.20 -0.765
O -4.543466 -9.609561 16.770611 -0.92 -1.28 -0.12 -0.355
H -11.278425 -4.736305 16.451313 -0.39 -0.37 0.53 0.382
H -10.733544 -12.021123 20.682244 -0.19 -1.25 0.18 0.447
H -13.172606 -14.485099 12.178145 -0.55 -0.52 -0.37 0.421
C -8.002272 -5.178205 16.348619 1.26 1.08 -0.18 -0.378
H -5.962362 -14.097706 20.882414 0.11 0.28 -0.35 0.423
C -6.188542 -14.935771 18.953631 0.60 -0.40 0.76 -1.281
H -11.073325 -10.105958 15.987564 0.59 0.20 -0.68 0.680
N -5.407512 -11.527606 18.749209 -1.83 -0.60 1.28 1.185
H -10.266257 -10.738386 11.619515 0.54 0.75 0.58 0.529
H -6.887911 -9.546889 13.914747 -0.44 0.88 -0.39 0.356
C -10.536656 -8.736994 20.786717 0.53 3.19 -0.78 -0.477
C -9.213440 -4.507738 16.473484 0.24 0.60 0.77 -0.499
P -9.072686 -9.144533 16.953342 4.14 0.11 0.20 1.029
N -6.412555 -14.584499 17.550168 0.06 0.19 0.13 1.114
C -7.833588 -14.489910 17.203926 0.42 0.97 0.07 -1.450
H -2.980680 -9.901364 10.461192 0.06 1.04 -0.95 0.409
H -2.547459 -8.031249 16.347147 -0.67 -0.18 -0.02 0.422
H -6.951915 -6.966906 16.178553 0.53 -0.55 0.38 0.538
C -11.793905 -11.585351 13.127781 0.19 0.35 -0.20 -0.278
C -12.685180 -12.469449 12.507029 0.96 1.67 0.81 -0.769
C -8.730240 -10.061851 13.020273 -0.34 -1.00 0.59 -0.070
H -6.053030 -16.407327 16.571842 0.06 -0.47 0.18 0.328
H -2.416836 -14.119446 16.838763 -0.52 -0.13 -0.15 0.561
C -10.342803 -5.259139 16.582593 -0.52 -1.73 -0.11 -0.802
H -9.236525 -3.408919 16.620349 -0.08 -0.79 -0.72 0.352
H -7.106751 -15.363212 19.383728 0.03 0.14 -0.14 0.539
```
Forces are in eV/Å.

Summary:
Net charge: 0
Orbital gap: 0.2196 hartree
Energy: -2959.80022 Eh
Energy relative to the best compared isomer or geometry (same formula, charge and spin): 0.00 kJ/mol